Below is the molecule C22H29N3O5S in a non-equilibrium geometry, with properties calculated with ωB97M-V/def2-TZVPD.

Each atom is followed by the atoms it is bonded to, with distances in Å.
Atoms and positions in Å:
1 C -1.09 2.39 0.97  C18 1.533, H20 1.091, N42 1.441, H47 1.098
2 C 1.83 0.19 2.02  N11 1.449, H25 1.094, C27 1.537, H40 1.091
3 C 4.67 0.52 0.29  C10 1.513, N15 1.451, H16 1.095, H21 1.095
4 C -1.97 -0.73 -0.52  O38 1.351, C41 1.407, C60 1.384
5 H -2.50 -2.80 -0.83  C60 1.077
6 H 2.92 -1.75 -3.37  C12 1.081
7 C -4.33 -0.64 0.98  H24 1.077, C34 1.386, C43 1.388
8 H 4.26 -1.94 1.36  C9 1.081
9 C 3.95 -1.89 0.33  H8 1.081, C10 1.390, C32 1.384
10 C 4.10 -0.71 -0.38  C3 1.513, C9 1.390, C59 1.390
11 N 0.92 1.02 1.25  C2 1.449, C18 1.340, C28 1.446
12 C 3.19 -1.79 -2.33  H6 1.081, C58 1.385, C59 1.384
13 H 1.64 0.41 -0.59  C28 1.094
14 H -6.18 -4.06 1.10  C17 1.089
15 N 3.75 1.41 0.97  C3 1.451, C27 1.446, C49 1.446
16 H 5.41 0.21 1.04  C3 1.095
17 C -5.82 -3.04 1.18  H14 1.089, H29 1.094, H36 1.095, O56 1.408
18 C -0.18 1.52 1.84  C1 1.533, N11 1.340, O39 1.220
19 H 2.62 -3.84 -2.09  C58 1.080
20 H -0.56 3.24 0.55  C1 1.091
21 H 5.19 1.13 -0.46  C3 1.095
22 H 0.48 -1.50 -2.49  C33 1.088
23 H 3.87 0.32 2.74  C27 1.091
24 H -5.23 -0.58 1.57  C7 1.077
25 H 1.99 -0.75 1.48  C2 1.094
26 H -4.11 2.79 -1.10  C50 1.082
27 C 3.15 0.95 2.20  C2 1.537, N15 1.446, H23 1.091, H51 1.097
28 C 1.46 1.35 -0.05  N11 1.446, H13 1.094, H45 1.086, C49 1.541
29 H -5.64 -2.80 2.24  C17 1.094
30 H -0.23 -2.68 -1.36  C33 1.096
31 H -1.21 -2.03 -2.70  C33 1.093
32 C 3.41 -3.01 -0.28  C9 1.384, H55 1.080, C58 1.384
33 C -0.43 -1.80 -1.97  H22 1.088, H30 1.096, H31 1.093, O38 1.408
34 C -3.55 0.50 0.82  C7 1.386, C41 1.381, H53 1.080
35 H -3.07 4.13 -0.53  C50 1.082
36 H -6.57 -2.35 0.78  C17 1.095
37 S -1.82 2.39 -1.59  N42 1.651, O44 1.428, O46 1.436, C50 1.819
38 O -0.79 -0.69 -1.17  C4 1.351, C33 1.408
39 O -0.48 1.28 2.99  C18 1.220
40 H 1.37 -0.01 2.99  C2 1.091
41 C -2.38 0.47 0.08  C4 1.407, C34 1.381, N42 1.412
42 N -1.59 1.62 -0.15  C1 1.441, S37 1.651, C41 1.412
43 C -3.94 -1.82 0.37  C7 1.388, O56 1.360, C60 1.396
44 O -2.14 1.43 -2.59  S37 1.428
45 H 0.77 1.95 -0.64  C28 1.086
46 O -0.68 3.25 -1.79  S37 1.436
47 H -1.90 2.75 1.62  C1 1.098
48 H 2.56 3.06 0.65  C49 1.097
49 C 2.78 2.11 0.15  N15 1.446, C28 1.541, H48 1.097, H52 1.090
50 C -3.28 3.44 -1.34  H26 1.082, H35 1.082, S37 1.819, H54 1.082
51 H 2.95 1.84 2.82  C27 1.097
52 H 3.23 2.34 -0.82  C49 1.090
53 H -3.86 1.42 1.29  C34 1.080
54 H -3.46 3.97 -2.26  C50 1.082
55 H 3.29 -3.93 0.28  C32 1.080
56 O -4.62 -2.99 0.44  C17 1.408, C43 1.360
57 H 3.85 0.24 -2.28  C59 1.081
58 C 3.03 -2.97 -1.61  C12 1.385, H19 1.080, C32 1.384
59 C 3.72 -0.67 -1.71  C10 1.390, C12 1.384, H57 1.081
60 C -2.76 -1.86 -0.38  C4 1.384, H5 1.077, C43 1.396

Output
**Highest occupied orbital energy**: -7.935 eV
**Charge**: 0
**Structure (SMILES)**: COc1ccc(N(CC(=O)N2CCN(Cc3ccccc3)CC2)S(C)(=O)=O)c(OC)c1

Below is a cluster of 2 separate species, CH2F3P in total in a non-equilibrium geometry, with properties calculated with ωB97M-V/def2-TZVPD.

Each atom is followed by the atoms it is bonded to, with distances in Å.
Atoms and positions in Å:
1 F -1.16 1.44 -0.89  P3 1.581
2 H 1.66 -1.60 -0.34  C4 1.029
3 P -0.54 0.60 0.30  F1 1.581, F5 1.593, F7 1.576
4 C 0.73 -1.38 -0.72  H2 1.029, H6 1.078
5 F 0.67 1.62 0.46  P3 1.593
6 H 0.04 -2.03 -0.20  C4 1.078
7 F -1.40 1.35 1.39  P3 1.576

Output
**Highest occupied orbital energy (spin up / spin down)**: -9.598 / -9.774 eV
**Charge**: 0